Entry w
Here is an isolated molecule of C4H8FNO2 from OMol25. Energies are from ωB97M-V/def2-TZVPD.

ORCA input file:
```
! RIJCOSX wB97M-V def2-TZVPD def2/J DEFGRID3
* xyz 0 1
H -2.42 0.25 -0.62
O 1.88 1.66 -0.17
C 2.11 0.38 -0.04
H -1.56 0.67 1.52
H -0.90 -0.84 1.58
C -0.67 0.12 1.34
C 0.75 -0.47 -0.58
H 0.91 1.87 -0.32
N -0.43 0.24 -0.08
H -1.25 -0.32 -1.84
F 0.72 -1.77 -0.19
O 3.17 -0.11 0.27
H 0.13 0.43 2.15
H 0.77 -0.43 -1.71
H -1.67 -1.32 -0.50
C -1.54 -0.34 -0.80
*
```

frontier orbital gap = 10.713 eV
SMILES = CN(C)[C@H](F)C(=O)O
LUMO level = 0.65 eV

Entry x
Here is a structure of composition C4H8FNO2 from OMol25. Energies are from ωB97M-V/def2-TZVPD.

ORCA input file:
```
! RIJCOSX wB97M-V def2-TZVPD def2/J DEFGRID3
* xyz 0 1
F -2.39 0.97 0.17
C 2.16 0.32 0.17
C -1.01 -1.16 -0.70
N -0.31 -0.04 0.04
O 2.12 -0.72 0.94
C 0.84 0.64 -0.59
H -1.33 -0.86 -1.70
H -0.51 -2.12 -0.68
H 0.67 1.76 -0.68
H 1.21 -1.11 0.88
H 1.03 0.09 -1.58
H -1.99 -1.39 -0.18
H -1.69 0.17 1.97
H -0.72 1.77 1.14
O 3.15 0.94 0.04
C -1.22 0.75 0.77
*
```

frontier orbital gap = 10.173 eV
LUMO level = 0.53 eV

Most stable structure: entry w

Entry w
Here is an isolated molecule of C4H5FN2 from OMol25. Energies are from ωB97M-V/def2-TZVPD.

ORCA input file:
```
! RIJCOSX wB97M-V def2-TZVPD def2/J DEFGRID3
* xyz 0 1
H -0.63 -2.72 -0.06
H -1.92 -1.95 0.81
C -0.49 -0.78 -0.30
H 1.96 1.98 0.11
H -1.86 1.00 -0.22
C 1.30 1.14 0.12
N -0.90 0.51 -0.28
H -0.33 2.46 -0.25
C 1.57 -0.21 0.42
F 2.46 -1.01 -0.25
N -1.20 -1.91 0.00
C 0.04 1.47 -0.09
*
```

frontier orbital gap = 7.860 eV
LUMO level = 0.64 eV

Entry x
Here is an isolated molecule of C4H5FN2 from OMol25. Energies are from ωB97M-V/def2-TZVPD.

ORCA input file:
```
! RIJCOSX wB97M-V def2-TZVPD def2/J DEFGRID3
* xyz 0 1
H -2.42 -0.98 1.52
H 1.61 -0.04 -1.71
H -0.81 1.57 -1.39
N -1.95 0.37 -0.03
H 2.00 1.06 -0.69
C -0.32 -0.68 1.01
C 1.55 0.04 -0.64
C -1.66 -0.45 1.05
C -0.90 0.72 -0.72
N 0.20 0.18 -0.18
H 2.03 -0.64 -0.03
F 0.66 -1.16 1.82
*
```

frontier orbital gap = 9.841 eV
SMILES = Cn1cncc1F
LUMO level = 0.80 eV

Entry y
Here is an isolated molecule of C4H5FN2 from OMol25. Energies are from ωB97M-V/def2-TZVPD.

ORCA input file:
```
! RIJCOSX wB97M-V def2-TZVPD def2/J DEFGRID3
* xyz 0 1
H -2.51 0.94 -1.27
H 1.34 0.80 1.07
C -0.64 -0.38 -0.76
H 2.35 0.27 -0.36
C -1.77 0.57 -0.55
F -1.20 1.77 -0.05
C 1.63 0.05 0.40
H 2.07 -0.83 0.84
C -2.59 -1.33 0.26
H -3.44 -1.92 0.78
N 0.50 -0.51 -0.39
N -2.63 -0.09 0.37
*
```

frontier orbital gap (alpha / beta) = 8.473 / 7.167 eV
LUMO level (alpha / beta) = 0.09 / -0.45 eV

Most stable structure: entry x

Entry w
Here is a cluster of 2 separate species, C2H2N3O in total from OMol25. Energies are from ωB97M-V/def2-TZVPD.

ORCA input file:
```
! RIJCOSX wB97M-V def2-TZVPD def2/J DEFGRID3
* xyz 1 1
H -1.82 1.17 -0.05
N 2.49 1.16 -0.15
N -1.90 0.16 0.06
N 1.56 -1.24 0.08
H -2.87 -0.16 -0.07
C 0.44 -0.81 -0.06
O 2.89 0.18 0.18
C -0.78 -0.47 0.02
*
```

frontier orbital gap (alpha / beta) = 6.898 / 6.900 eV
LUMO level (alpha / beta) = -6.69 / -6.69 eV

Entry x
Here is the ion C2H2N3O with charge +1 from OMol25. Energies are from ωB97M-V/def2-TZVPD.

ORCA input file:
```
! RIJCOSX wB97M-V def2-TZVPD def2/J DEFGRID3
* xyz 1 1
N -0.29 0.45 -0.38
O -1.50 0.46 -0.73
N 1.37 -0.76 0.38
H 0.85 -0.69 -1.53
N 0.77 -0.49 1.48
C 0.57 -0.51 -0.57
H -1.79 1.38 -0.74
C 0.03 0.16 2.09
*
```

frontier orbital gap (alpha / beta) = 7.889 / 7.282 eV
LUMO level (alpha / beta) = -8.97 / -9.47 eV

Most stable structure: entry w

Entry w
Here is a cluster of 2 separate species, CHF3O2S in total from OMol25. Energies are from ωB97M-V/def2-TZVPD.

ORCA input file:
```
! RIJCOSX wB97M-V def2-TZVPD def2/J DEFGRID3
* xyz 0 1
H -0.57 2.44 -0.50
F 0.44 0.78 -1.14
O -3.81 1.27 0.27
C -0.26 1.51 -0.27
O -3.15 -0.66 -1.24
S -2.85 0.23 -0.15
F 0.06 1.46 0.99
F -2.39 -0.87 1.03
*
```

frontier orbital gap (alpha / beta) = 9.332 / 7.223 eV
LUMO level (alpha / beta) = -1.24 / -2.77 eV

Entry x
Here is a structure of composition CHF3O2S from OMol25. Energies are from ωB97M-V/def2-TZVPD.

ORCA input file:
```
! RIJCOSX wB97M-V def2-TZVPD def2/J DEFGRID3
* xyz 0 1
F -1.31 -0.15 1.12
F -0.63 2.12 0.39
S 0.82 -0.58 -0.05
H 1.52 0.03 -1.26
O 0.33 -1.80 -0.55
F -1.53 0.47 -0.92
O 1.57 -0.51 1.17
C -0.77 0.43 0.11
*
```

frontier orbital gap = 12.079 eV
LUMO level = -0.22 eV

Most stable structure: entry x

Entry w
Here is a structure of composition C14H15GaO4P from OMol25. Energies are from ωB97M-V/def2-TZVPD.

ORCA input file:
```
! RIJCOSX wB97M-V def2-TZVPD def2/J DEFGRID3
* xyz 3 1
H 1.48 4.08 -2.65
H 0.67 3.19 -4.13
C -1.31 1.73 1.10
C 0.37 -3.06 3.19
O 3.94 0.27 -3.04
H -1.97 1.50 1.96
C 2.94 0.28 -2.46
C 0.65 -1.71 3.48
H -3.21 -0.50 0.29
C 0.01 -0.93 -2.60
C 0.58 3.72 -3.17
H -0.40 2.26 1.40
H -1.52 3.33 -2.94
H -1.79 2.43 0.40
H -2.43 -1.10 -1.19
H 0.37 0.35 2.84
Ga 0.99 -0.63 -0.77
C -2.51 -0.25 -0.51
H -0.53 -4.47 1.80
H -0.74 4.31 -1.56
H 1.27 -1.43 4.33
O 2.66 1.79 0.77
H -2.90 0.62 -1.06
C -0.61 3.77 -2.52
C -0.66 -1.05 1.57
C -0.90 -2.41 1.24
H -1.45 -2.67 0.32
O 3.36 -3.18 -0.86
C 2.50 -2.45 -0.68
O -0.54 -0.93 -3.64
C -0.37 -3.41 2.05
C 0.13 -0.71 2.67
C 2.12 0.88 0.28
P -0.93 0.21 0.24
H 0.75 -3.84 3.85
*
```

frontier orbital gap = 4.678 eV
LUMO level = -13.53 eV

Entry x
Here is a structure of composition C14H15GaO4P from OMol25. Energies are from ωB97M-V/def2-TZVPD.

ORCA input file:
```
! RIJCOSX wB97M-V def2-TZVPD def2/J DEFGRID3
* xyz 3 1
O 0.32 4.42 -2.82
H -3.19 0.38 3.28
P 0.27 -1.03 -0.01
C 1.63 -2.15 0.41
O -2.69 1.25 -1.16
C -2.13 0.23 3.10
O 0.52 3.21 1.24
C 0.61 -0.11 2.61
C 2.49 1.01 -1.30
C -1.07 -2.14 -0.52
C -0.33 -0.44 1.62
H -1.33 -2.77 0.35
H 1.68 -0.25 2.43
C 0.41 0.61 -3.85
H -0.50 -1.35 -3.50
C 0.41 3.32 -2.52
C 0.17 0.38 3.85
O 3.61 1.17 -1.08
H 2.47 -1.61 0.88
H -1.54 0.95 5.06
H -2.44 -0.56 1.12
C -1.19 0.55 4.10
H 1.32 1.07 -4.24
C -1.70 -0.28 1.87
C -1.56 1.11 -1.33
C 0.43 -0.76 -3.45
H 0.90 0.63 4.62
Ga 0.48 0.65 -1.73
H 1.99 -2.67 -0.48
H 1.36 -1.33 -3.51
H -1.95 -1.58 -0.86
H -0.51 1.08 -4.20
H -0.72 -2.76 -1.35
H 1.25 -2.89 1.13
C 0.52 2.67 0.24
*
```

frontier orbital gap = 5.196 eV
LUMO level = -13.45 eV

Most stable structure: entry x

Entry w
Here is an isolated molecule of C4H5NO2S from OMol25. Energies are from ωB97M-V/def2-TZVPD.

ORCA input file:
```
! RIJCOSX wB97M-V def2-TZVPD def2/J DEFGRID3
* xyz 0 1
H 0.29 -0.01 2.18
S 2.43 -0.48 -0.53
C -1.47 0.26 -0.46
C -0.11 0.34 -1.05
C 0.92 0.24 0.07
N -1.29 -0.10 0.85
H 1.13 1.27 0.37
H 0.23 -1.54 1.22
O -2.48 0.46 -1.11
H 2.23 -0.09 -1.84
H -2.14 -0.39 1.31
O 0.17 0.49 -2.22
C 0.09 -0.44 1.21
*
```

frontier orbital gap = 9.173 eV
SMILES = O=C1NC[C@@H](S)C1=O
LUMO level = -0.35 eV

Entry x
Here is a cluster of 2 separate species, C4H5NO2S in total from OMol25. Energies are from ωB97M-V/def2-TZVPD.

ORCA input file:
```
! RIJCOSX wB97M-V def2-TZVPD def2/J DEFGRID3
* xyz 0 1
H -0.68 -1.11 -1.94
N 1.49 0.23 0.41
H 0.43 2.59 -1.85
C 1.14 2.11 -1.15
C -1.11 -0.09 -0.03
S -2.04 0.46 1.08
C -0.85 -1.25 -0.83
H -1.60 -2.10 -0.70
H 2.18 2.61 -1.28
H 0.20 -1.78 -0.73
O 1.56 0.45 1.66
O 1.89 -0.86 -0.11
C 0.92 1.08 -0.39
*
```

frontier orbital gap (alpha / beta) = 7.362 / 7.359 eV
LUMO level (alpha / beta) = -1.42 / -1.42 eV

Entry y
Here is an isolated molecule of C4H5NO2S from OMol25. Energies are from ωB97M-V/def2-TZVPD.

ORCA input file:
```
! RIJCOSX wB97M-V def2-TZVPD def2/J DEFGRID3
* xyz 0 1
N -1.68 -0.69 2.11
H -2.10 0.51 3.88
O -0.11 1.10 0.37
O 0.46 -0.86 -0.70
H 1.76 -1.27 -2.15
H 2.09 1.25 -2.80
H -1.22 -1.98 0.60
S -1.56 0.88 2.72
C -0.21 -0.08 0.20
C 1.33 -0.40 -1.66
C 1.40 0.87 -2.05
H 0.89 1.69 -1.55
C -1.06 -1.01 1.02
*
```

frontier orbital gap = 9.079 eV
SMILES = C=COC(=O)/C=N\S
LUMO level = -0.12 eV

Entry z
Here is an isolated molecule of C4H5NO2S from OMol25. Energies are from ωB97M-V/def2-TZVPD.

ORCA input file:
```
! RIJCOSX wB97M-V def2-TZVPD def2/J DEFGRID3
* xyz 0 1
C -2.83 0.22 0.34
C 1.59 0.23 0.00
O 0.72 0.93 0.94
S 0.54 -0.51 -1.23
H -0.09 -1.76 0.69
H -1.50 -1.94 -0.51
H -3.47 -0.71 0.59
H -3.20 1.15 0.92
N -0.73 0.96 0.90
C -0.71 -1.24 -0.07
H -2.81 0.26 -0.81
C -1.43 -0.03 0.54
O 2.75 0.24 0.01
*
```

frontier orbital gap = 10.108 eV
SMILES = CC1=NOC(=O)SC1
LUMO level = 0.27 eV

Most stable structure: entry w

Entry w
Here is a structure of composition C7H18F5I2IrO2P2Te from OMol25. Energies are from ωB97M-V/def2-TZVPD.

ORCA input file:
```
! RIJCOSX wB97M-V def2-TZVPD def2/J DEFGRID3
* xyz 3 6
Ir 0.05 0.39 1.12
C -1.08 3.08 -1.01
F 2.36 0.92 3.67
C -1.02 -3.18 -1.22
H -2.01 -2.78 -1.01
H 1.78 3.69 -0.63
H -0.66 -2.76 -2.16
F 3.33 -1.28 4.61
C -0.07 3.53 1.58
C -0.76 0.78 2.73
O -0.02 -1.40 0.44
I -2.57 0.03 -3.15
P 0.10 -2.85 0.08
H -1.00 -4.27 -1.20
F 3.99 -0.87 2.09
H -0.92 4.17 -0.98
O -1.30 1.05 3.72
C -0.21 -3.95 1.45
F 0.74 -1.40 4.21
H 2.46 -2.99 0.38
H 0.21 4.49 1.12
F 2.39 -2.92 2.81
H -1.10 3.58 1.95
H 0.68 -3.92 2.10
H 1.87 -4.09 -0.92
H -2.13 2.90 -0.76
C 1.78 -3.09 -0.47
P 0.02 2.32 0.23
H -0.94 2.75 -2.04
H 2.00 -2.31 -1.22
Te 2.28 -0.96 3.07
H -0.33 -4.95 1.02
C 1.65 2.60 -0.52
H 1.69 2.12 -1.51
H 2.42 2.18 0.15
H -1.10 -3.70 2.04
H 0.60 3.27 2.40
I -0.05 -0.06 -3.87
*
```

frontier orbital gap (alpha / beta) = 5.721 / 5.761 eV
LUMO level (alpha / beta) = -12.67 / -14.86 eV

Entry x
Here is a structure of composition C7H18F5I2IrO2P2Te from OMol25. Energies are from ωB97M-V/def2-TZVPD.

ORCA input file:
```
! RIJCOSX wB97M-V def2-TZVPD def2/J DEFGRID3
* xyz 3 6
H -2.93 1.61 -2.88
H 1.21 2.20 3.73
H 0.78 0.46 3.41
P 1.67 1.55 1.49
H 1.96 3.95 1.43
H -4.45 -1.23 -1.88
Ir -0.35 0.01 -0.78
H -3.53 -1.80 -0.45
H 2.01 3.19 -0.20
H -0.31 1.77 2.82
H -3.64 0.21 -3.75
F 3.10 -1.60 2.94
I -2.06 1.54 0.69
P -2.15 -0.52 -1.98
F 0.37 -1.73 3.02
H -4.07 -0.10 -0.54
C 0.74 1.49 3.02
H 0.45 3.41 0.61
C 3.41 1.34 1.89
O 1.50 -2.15 -1.83
H -2.73 -2.39 -3.40
O 1.28 0.42 0.52
H -1.48 -2.83 -2.20
C 1.51 3.19 0.77
H -1.95 0.72 -4.08
H 3.54 0.43 2.49
C -1.82 -2.06 -2.90
I 0.05 2.20 -2.24
F 1.79 -3.90 2.95
F 0.28 -3.43 0.84
H 3.96 1.24 0.95
Te 1.72 -2.44 1.76
F 3.12 -3.42 0.78
C -2.72 0.62 -3.30
C 0.76 -1.37 -1.39
H 3.75 2.23 2.45
C -3.70 -0.95 -1.12
H -1.04 -1.88 -3.65
*
```

frontier orbital gap (alpha / beta) = 8.749 / 5.224 eV
LUMO level (alpha / beta) = -11.70 / -15.86 eV

Most stable structure: entry x

Entry w
Here is a cluster of 2 separate species, C5H11N2S in total from OMol25. Energies are from ωB97M-V/def2-TZVPD.

ORCA input file:
```
! RIJCOSX wB97M-V def2-TZVPD def2/J DEFGRID3
* xyz 1 1
H 1.10 1.90 -1.88
N -1.51 -0.45 0.00
S 0.16 1.90 0.33
C 0.34 0.15 0.89
C 1.52 1.64 -0.91
H 2.28 2.29 -0.55
H 2.60 -0.23 -1.30
H -0.77 -0.91 2.36
H -0.35 -1.09 -1.58
C 0.05 -0.20 2.25
C 1.88 0.14 -0.71
H -1.84 -0.34 -2.13
H 0.94 -0.80 2.60
H -0.20 0.60 2.89
H -2.27 0.25 -0.04
H -1.90 -2.06 -1.52
N 1.25 -0.54 0.15
H -1.83 -1.23 0.55
C -1.44 -1.03 -1.40
*
```

frontier orbital gap = 8.550 eV
LUMO level = -5.03 eV

Entry x
Here is the ion C5H11N2S with charge +1 from OMol25. Energies are from ωB97M-V/def2-TZVPD.

ORCA input file:
```
! RIJCOSX wB97M-V def2-TZVPD def2/J DEFGRID3
* xyz 1 1
H 0.91 0.09 1.59
H 2.45 0.66 1.32
C 0.34 -0.66 -1.51
H -0.69 1.01 1.65
C 1.35 -1.56 -1.17
C -0.38 0.09 -0.62
H -2.04 -0.20 0.40
H 1.64 -2.35 -1.81
H 0.28 -0.28 -2.54
H -0.75 2.10 -0.19
N -0.58 0.09 1.91
S 2.34 -1.23 0.22
C -0.97 -0.50 0.63
H -2.21 1.33 -0.99
N 1.69 0.12 0.82
H -0.98 -0.20 2.72
C -1.00 1.40 -1.02
H -0.86 -1.56 0.51
H -0.55 1.65 -1.92
*
```

frontier orbital gap = 7.854 eV
LUMO level = -5.46 eV

Most stable structure: entry w